No. 1
{"formula": "C55H68N9S3ScSi", "method": "wB97M-V/def2-TZVPD", "homo_lumo_gap_ha": 0.2666, "total_charge": 2, "total_energy_ha": -4873.7389, "max_force_ev_per_a": 0.55, "homo_ev": -11.71, "symbols": ["H", "H", "H", "C", "C", "H", "H", "H", "C", "C", "H", "S", "H", "H", "N", "C", "H", "C", "H", "C", "C", "H", "C", "C", "C", "C", "H", "C", "H", "N", "H", "C", "H", "H", "C", "C", "C", "C", "H", "H", "H", "C", "C", "H", "H", "H", "H", "H", "H", "C", "C", "H", "C", "H", "N", "H", "C", "C", "C", "H", "S", "C", "N", "H", "H", "C", "H", "H", "C", "C", "H", "H", "C", "H", "C", "C", "S", "H", "C", "H", "H", "C", "C", "C", "H", "C", "C", "H", "C", "H", "H", "H", "C", "Si", "N", "H", "H", "C", "C", "H", "H", "C", "N", "H", "H", "N", "H", "C", "C", "H", "C", "C", "C", "C", "H", "H", "N", "N", "H", "C", "H", "H", "H", "C", "H", "H", "C", "H", "H", "C", "H", "C", "H", "H", "Sc", "H", "H"], "coordinates": [[-2.52, 1.43, -2.18], [1.02, -3.03, 2.22], [4.19, 1.88, -0.98], [-4.29, -0.35, -4.73], [-3.33, -2.90, -0.69], [2.35, -1.36, -1.34], [-2.62, -0.99, 1.59], [3.97, -1.08, -0.75], [1.49, 0.69, -5.77], [1.28, -4.31, -2.49], [-2.21, -3.21, 1.12], [-1.90, -2.14, -1.42], [-0.84, 3.04, -1.81], [-4.79, 1.27, -1.35], [-0.12, 0.90, 2.70], [3.77, 1.35, -0.12], [3.04, -0.95, 1.59], [2.56, 1.16, -6.51], [4.29, 2.94, 1.21], [-2.37, -4.96, -5.86], [0.91, -1.26, 3.45], [-4.51, 2.62, 2.65], [0.53, 3.19, 2.16], [-3.25, -0.20, 2.00], [-5.58, -3.69, -0.70], [-2.41, 4.28, 0.89], [0.94, -4.69, -6.53], [-1.47, -2.93, -4.98], [-0.94, -6.86, -2.46], [-1.18, -1.17, -0.59], [-0.97, -6.20, -6.90], [2.03, 2.29, -4.02], [-4.23, -0.64, 2.20], [-5.34, 0.00, -0.27], [-2.35, 5.63, 0.58], [-2.47, 3.36, -5.54], [-0.90, -3.54, -1.89], [-1.41, 2.53, -5.21], [-3.54, -3.51, -4.79], [-6.25, -4.61, 1.12], [-4.09, -4.31, 2.28], [1.23, 1.26, -4.53], [-2.56, -3.78, -5.17], [2.34, 0.81, -1.49], [-2.46, -5.03, -1.82], [1.10, 4.07, 2.51], [2.37, 3.42, -0.61], [-6.53, -3.83, -1.20], [-1.67, -0.74, -6.87], [-4.45, 0.51, -0.64], [-1.46, 1.84, -4.00], [-3.21, -5.62, -6.03], [3.36, 2.18, -6.02], [3.72, 3.55, -4.40], [2.61, 0.54, -0.55], [-2.45, 3.91, -6.47], [0.67, 2.06, 3.14], [-3.59, 0.05, -7.40], [2.92, -0.89, -0.55], [0.86, -0.11, -6.14], [-0.12, 0.78, -3.49], [-0.04, -4.43, -6.15], [0.93, 2.84, 0.78], [0.77, -2.25, -2.08], [-4.37, 4.15, -4.93], [-0.09, -0.16, 3.73], [3.09, 1.84, 1.85], [-3.32, 0.20, -8.44], [2.30, 3.30, 0.47], [0.59, -2.02, 2.17], [-1.69, 7.12, -0.83], [-4.41, 2.92, -2.80], [3.40, 2.36, 0.95], [-0.71, 5.42, -2.36], [-3.55, 3.49, -4.68], [-3.58, 2.79, -3.48], [-1.81, -1.41, -4.14], [0.87, -1.96, 4.29], [-3.16, -3.34, 0.62], [-5.60, 0.77, -7.64], [-1.09, -0.59, 3.81], [-1.28, 3.76, -1.13], [-5.43, -4.13, 0.61], [-4.87, 0.37, -6.95], [-6.21, 0.42, -5.28], [-4.74, 2.37, 1.61], [-4.53, -3.08, -1.36], [0.33, 3.42, 0.19], [0.43, -3.27, -2.14], [-0.49, -2.12, 2.08], [-2.85, 0.10, 2.98], [0.64, -1.86, 0.19], [-1.11, -5.28, -6.35], [-3.49, 1.23, 0.81], [-2.59, -1.62, -2.82], [-2.76, 6.35, 1.28], [2.33, -4.11, -2.69], [-1.42, -4.83, -2.01], [-0.56, -5.85, -2.37], [4.56, 0.69, 0.25], [2.77, 0.72, -7.48], [-2.66, -0.47, -6.52], [1.07, -1.35, 0.95], [2.82, -2.54, 0.84], [-4.64, -2.73, -2.37], [-0.44, -0.69, -4.17], [1.80, 2.72, -3.06], [2.52, -1.48, 0.79], [-1.91, 3.29, 0.03], [-2.84, 3.99, 1.84], [3.09, 2.75, -4.78], [-5.22, 0.17, -5.62], [-0.21, -3.24, -5.46], [-4.21, -3.96, 1.27], [1.93, -0.87, 3.43], [-4.90, 3.31, 1.07], [-1.94, 1.91, 0.35], [0.23, 0.80, -2.07], [-4.54, -0.50, -3.69], [-1.75, 6.06, -0.59], [2.44, 4.29, 0.91], [4.19, 2.54, -6.61], [-0.52, 3.49, 2.14], [0.79, -5.60, -2.60], [-1.08, 1.22, 2.60], [-0.57, 2.44, -5.87], [-1.20, 5.12, -1.44], [-3.85, -0.21, -1.19], [-5.69, 1.83, 1.61], [-3.03, -0.67, -5.20], [0.13, 0.29, 4.70], [-2.53, 1.95, -3.13], [1.71, 1.74, 3.28], [1.45, -6.41, -2.87], [-0.13, 0.69, 0.05], [0.62, -2.56, -5.29], [0.33, 2.41, 4.12]]}

***

No. 2
{"formula": "C55H69N7O2P2SiTi", "method": "wB97M-V/def2-TZVPD", "homo_lumo_gap_ha": 0.2405, "total_charge": 2, "total_energy_ha": -4492.3588, "max_force_ev_per_a": 1.23, "homo_ev": -12.87, "symbols": ["H", "H", "H", "P", "C", "C", "H", "H", "C", "N", "C", "H", "N", "H", "H", "H", "C", "H", "C", "C", "C", "C", "C", "H", "H", "H", "C", "C", "C", "H", "C", "C", "H", "H", "C", "O", "Ti", "H", "N", "H", "H", "H", "H", "H", "C", "H", "H", "C", "H", "H", "H", "H", "H", "C", "N", "C", "H", "O", "H", "H", "H", "H", "C", "C", "C", "N", "C", "C", "C", "C", "C", "H", "H", "C", "H", "H", "H", "C", "H", "C", "C", "H", "H", "H", "Si", "H", "H", "H", "C", "C", "H", "C", "H", "H", "C", "H", "C", "H", "H", "H", "C", "H", "H", "C", "C", "H", "C", "C", "C", "C", "H", "C", "H", "C", "C", "H", "H", "N", "H", "H", "H", "C", "P", "H", "H", "N", "C", "H", "C", "H", "H", "C", "C", "C", "C", "C", "H"], "coordinates": [[-0.14, 5.77, 3.91], [-5.03, 1.23, 0.65], [0.00, 3.95, -2.16], [-0.97, 1.03, 2.36], [-0.41, -0.51, -5.04], [-0.13, 0.95, -5.41], [-3.05, 3.66, 2.74], [4.76, -1.67, -0.20], [-4.11, -2.60, -0.16], [-1.00, -2.24, 1.77], [0.17, 0.55, 3.70], [-3.45, 1.99, 0.78], [-2.89, -3.78, -3.00], [2.23, 4.57, 1.06], [-0.18, -4.22, 4.35], [4.03, 1.36, -2.53], [-0.48, 2.83, 2.22], [1.85, 0.55, -6.13], [2.12, 0.20, 5.66], [0.83, 0.59, 6.02], [-5.90, -2.46, -1.94], [-0.65, 3.10, -1.96], [1.99, 1.04, -4.03], [0.58, 0.76, 7.06], [5.29, -0.58, -2.42], [0.89, 1.97, -0.98], [2.82, -2.14, -2.21], [-2.73, 1.95, -2.15], [3.41, -3.07, -1.15], [5.16, -3.36, 0.07], [3.05, 0.56, -0.78], [4.81, 2.21, -0.75], [-5.75, 2.28, 2.76], [5.51, 2.84, -1.29], [-3.79, 0.42, 2.22], [-7.04, -2.16, -1.70], [-0.27, -0.81, 0.11], [3.49, -1.16, -4.04], [-1.80, -5.56, -3.98], [-4.29, 3.85, 3.95], [1.97, -2.68, -2.65], [3.03, 0.72, -4.16], [-3.76, -3.93, -3.51], [-1.45, 3.54, 4.08], [-0.15, 2.02, -1.27], [1.08, 2.61, 0.73], [-4.60, -3.48, 0.22], [4.78, 2.22, 0.63], [-3.42, -4.58, 1.58], [2.07, 4.50, 2.80], [2.15, -3.07, 1.59], [3.70, -2.23, 1.59], [-2.46, -0.02, 3.83], [3.84, -1.91, -3.34], [-0.09, -2.63, -0.83], [5.76, -2.59, -1.86], [2.71, -3.18, -0.32], [-5.34, -3.25, -2.73], [0.79, 6.43, 1.85], [2.75, -2.34, 3.06], [1.57, 2.23, -5.77], [5.91, -1.55, -3.74], [-0.56, 3.71, 3.48], [3.01, 0.57, 0.62], [-3.27, 1.96, 4.06], [-0.90, 0.95, -0.96], [0.39, 5.41, 1.85], [-4.74, -1.87, -1.17], [-0.13, 0.77, 5.04], [1.37, 1.22, -5.42], [-2.68, 0.84, 3.18], [-4.63, 0.06, 2.82], [0.24, -1.93, -3.56], [-2.91, -0.32, -1.08], [0.48, -2.16, 3.19], [-1.11, 1.09, 5.34], [-0.97, -6.13, -4.06], [3.96, 1.37, -1.46], [3.87, 1.44, 2.39], [-2.86, -2.23, 0.27], [3.89, 1.41, 1.31], [-0.48, -1.12, -5.95], [-3.75, 1.89, -2.49], [-3.48, -0.41, 1.61], [1.83, -0.55, 1.60], [-2.93, -2.98, -2.40], [-1.52, 5.54, 2.86], [2.88, 0.08, 6.42], [-0.42, -3.42, -1.63], [1.45, 0.10, 3.33], [1.59, 2.30, 2.36], [-2.54, -4.07, 1.94], [-2.59, 2.30, 4.83], [-4.11, 1.49, 4.59], [-0.36, -2.73, 2.83], [-0.18, 5.31, 0.92], [1.52, 4.39, 1.86], [-2.38, 3.90, -2.95], [-0.56, 1.18, -6.38], [-2.15, -5.50, 3.49], [-1.81, -4.53, -3.15], [0.29, 0.53, -2.88], [6.76, -2.32, -1.52], [2.69, -2.21, 1.98], [1.19, 0.02, -3.20], [0.29, 3.45, 4.11], [-2.17, 0.90, -1.42], [-4.15, -0.67, -1.58], [-3.84, 3.14, 3.26], [0.97, 2.95, 1.75], [3.40, -0.40, 4.08], [-0.51, 5.19, 3.07], [1.49, -1.51, -4.71], [-1.96, 3.07, -2.40], [-4.87, 2.68, 2.24], [3.89, -2.85, -3.89], [-0.62, 1.62, -4.70], [-0.66, -4.29, -2.50], [5.45, 2.87, 1.18], [5.84, -3.57, -2.32], [-2.62, -5.83, -4.50], [4.80, -2.65, -0.68], [1.92, -0.63, -1.59], [-1.16, 3.24, 1.46], [2.02, 1.99, -3.50], [-2.27, -1.10, -0.18], [2.41, -0.05, 4.34], [3.49, -4.06, -1.61], [5.26, -1.57, -2.87], [-4.65, -0.06, -2.32], [-5.22, 3.52, 1.64], [0.67, -1.10, -4.12], [-1.84, -4.58, 3.02], [-2.11, -2.89, 1.35], [-4.29, 1.58, 1.36], [-0.74, -3.88, 3.49], [-1.39, -0.59, -4.55]]}

***

No. 3
{"formula": "C55H71F14NO43", "method": "wB97M-V/def2-TZVPD", "homo_lumo_gap_ha": 0.2320, "total_energy_ha": -6826.4684, "max_force_ev_per_a": 7.87, "homo_ev": -7.20, "symbols": ["O", "O", "O", "H", "O", "H", "C", "O", "C", "F", "C", "H", "C", "C", "H", "C", "H", "O", "H", "C", "H", "H", "H", "H", "H", "H", "C", "C", "H", "C", "H", "O", "C", "C", "O", "O", "C", "C", "H", "O", "C", "F", "C", "H", "F", "H", "C", "H", "C", "H", "C", "H", "H", "H", "F", "H", "O", "H", "C", "C", "C", "O", "H", "F", "O", "H", "H", "H", "C", "O", "H", "C", "O", "C", "C", "H", "C", "O", "H", "H", "C", "O", "O", "H", "H", "C", "O", "O", "O", "C", "H", "C", "C", "C", "H", "H", "O", "C", "H", "O", "C", "H", "H", "C", "H", "H", "F", "H", "H", "O", "H", "O", "O", "F", "H", "C", "H", "H", "H", "F", "H", "C", "C", "O", "O", "H", "H", "H", "H", "O", "H", "O", "H", "O", "N", "H", "F", "O", "O", "O", "F", "C", "H", "C", "H", "C", "O", "O", "C", "H", "C", "C", "F", "C", "H", "C", "F", "C", "H", "O", "H", "C", "C", "H", "H", "H", "C", "O", "H", "C", "C", "H", "C", "C", "H", "F", "O", "O", "H", "F", "O", "O", "H", "O"], "coordinates": [[1.60, -2.84, -0.48], [-4.17, 0.82, -5.61], [4.63, -1.81, -3.88], [4.29, 1.81, -2.60], [-1.27, 5.11, -1.36], [3.81, -3.93, -1.83], [-6.71, -0.44, 0.20], [-0.98, -4.50, -5.41], [2.46, 1.80, -0.35], [-2.09, -4.79, -1.42], [2.33, 6.95, 1.62], [4.24, -3.94, 0.67], [-3.00, -2.22, 4.60], [-5.48, 2.49, -4.74], [2.64, -0.09, 6.72], [3.64, -7.15, -1.23], [0.57, -1.32, -7.97], [4.98, -2.86, 4.45], [4.56, -1.58, 0.47], [2.43, -6.54, -0.60], [0.26, 6.76, 5.47], [-3.24, 4.88, 3.24], [-1.22, 1.44, -0.09], [-3.70, 6.64, 4.65], [3.75, 0.53, -5.07], [2.19, -5.57, -1.02], [0.02, 7.10, 2.55], [4.94, 1.56, -3.43], [6.18, -1.64, 0.79], [-2.29, 4.66, 2.75], [-4.73, -3.37, 3.70], [-0.37, 3.24, -1.98], [4.50, -3.60, -2.61], [0.82, -1.67, -0.73], [3.79, -3.77, -3.82], [5.07, 2.11, -5.60], [-0.59, 7.32, 5.08], [-0.93, -4.41, -4.03], [-2.03, 8.71, 3.39], [-6.79, -0.83, -1.16], [-0.74, 0.00, -6.82], [-5.44, 3.83, -4.85], [3.89, 6.75, 1.62], [-3.59, -4.13, 4.99], [-1.08, -3.75, 2.90], [-3.57, 8.41, 4.96], [3.07, 0.91, 1.65], [1.30, -0.81, -0.25], [1.57, 1.24, 1.61], [-3.35, 2.58, -5.10], [4.05, -6.63, 0.78], [3.63, -8.24, -1.21], [-2.90, 7.37, 2.71], [1.62, -7.27, -0.68], [6.18, -3.95, 0.26], [-0.28, 4.84, 3.41], [-2.99, -1.78, 5.90], [-1.38, 3.05, 1.53], [-0.63, -1.73, -0.27], [-3.41, -4.63, -1.56], [-1.78, 1.73, -0.98], [-2.25, 3.05, -0.88], [-1.13, -4.52, 0.66], [1.21, -5.07, -3.35], [2.50, 2.30, -1.46], [-2.94, -2.66, -2.42], [3.15, -0.09, 2.07], [-3.05, 2.90, 1.99], [-5.42, 0.70, -6.06], [-4.07, -4.86, -0.33], [1.88, 6.20, 0.98], [-2.07, 3.21, 2.36], [4.64, -6.70, -0.35], [0.91, -0.01, -5.20], [-1.25, 5.21, 3.74], [0.82, -3.63, 2.16], [-4.11, 1.88, -4.76], [-6.14, 1.79, -5.70], [-2.00, -2.61, 4.40], [-2.07, 6.33, 6.44], [-3.02, 7.47, 4.85], [-0.33, 0.48, -5.55], [5.34, -3.83, 2.40], [0.61, -5.09, 0.40], [-2.59, 1.04, -1.19], [-0.03, -6.48, 2.78], [1.46, -0.54, -6.29], [-3.74, -2.67, -0.55], [3.40, 0.96, 0.25], [0.00, -4.33, 2.31], [-3.83, 1.53, -3.77], [5.20, -3.55, 1.03], [4.49, -2.07, -2.55], [-6.04, 0.91, -0.01], [4.50, 7.39, 0.98], [1.91, 6.10, 3.48], [0.51, -4.11, -7.19], [5.10, -2.80, 3.22], [-1.23, -2.46, -0.80], [-4.93, -2.78, 5.56], [1.73, -1.11, 5.18], [5.28, 0.56, -3.16], [4.04, 5.70, 1.38], [0.20, -4.16, -5.97], [-1.66, -3.70, -3.62], [2.62, -0.93, 4.56], [1.44, -2.41, 4.99], [2.07, 7.85, 1.06], [-1.90, 2.47, 3.14], [0.67, -0.38, 4.61], [-6.01, -1.16, 0.64], [1.44, 2.06, 0.49], [-4.34, -3.62, 1.58], [-1.56, 1.83, -3.27], [-0.29, 8.13, 2.36], [-1.98, 7.26, 5.88], [-0.05, 1.22, -2.09], [-1.42, 4.83, 4.75], [-3.74, -5.37, -2.30], [3.08, 2.22, -4.65], [-1.06, -5.39, -3.58], [4.17, 1.48, -4.72], [5.92, 2.87, -4.90], [1.37, 0.09, -4.07], [-5.16, 0.66, -1.07], [-6.65, 1.76, -0.32], [-1.29, 0.69, -7.46], [1.00, 0.43, -8.06], [-4.69, -3.13, -2.35], [-1.22, 0.54, 5.66], [-0.77, -1.91, 0.79], [-0.05, -7.49, 3.47], [-6.02, 2.30, -3.81], [0.60, -0.08, 6.88], [-1.01, 6.78, 3.68], [0.94, 0.36, 1.49], [-5.43, 1.31, 1.11], [0.55, -5.35, 3.19], [4.64, -6.67, 1.84], [1.04, -3.76, -5.06], [5.56, -1.61, -1.89], [-4.07, -3.25, 4.56], [-1.02, -0.73, -0.48], [-4.14, -3.71, 0.37], [1.83, 7.81, 3.57], [-4.19, -2.13, 6.49], [-5.85, -0.23, -6.74], [6.78, 3.59, -5.43], [0.56, -4.02, -3.80], [5.40, -4.22, -2.58], [-2.23, 7.65, 3.52], [1.76, -0.72, 6.65], [3.88, -6.81, -2.55], [0.61, -0.37, -7.43], [4.38, 6.86, 2.58], [-1.33, 3.93, -1.29], [-1.47, -1.09, -6.58], [-0.12, 0.04, 5.70], [3.64, -1.60, -2.06], [4.97, -1.70, 2.51], [0.61, -3.14, -3.16], [-5.75, -0.28, -1.80], [-0.84, 1.96, -2.17], [-0.13, 8.29, 4.93], [0.75, -1.36, -1.77], [-0.19, 6.40, 1.74], [-0.26, -5.04, 1.06], [-0.61, -6.36, 1.58], [1.82, -1.55, 7.35], [-3.72, -3.15, -1.85], [4.10, -2.78, -4.63], [3.62, 1.65, 2.24], [5.24, -2.03, 1.18], [1.50, 6.97, 2.96], [-7.72, -0.37, 0.59], [-3.19, -1.26, 3.70], [5.82, 2.59, -3.64], [2.82, -6.44, 0.68], [-2.28, 5.21, 1.81], [1.29, 1.88, 2.72], [3.91, -2.71, -5.86], [-5.41, -0.61, -2.89], [-2.01, 8.02, 6.67], [-4.53, -1.82, 7.64]]}